1.
C32H46BiN3O2SbSi3 | wB97M-V/def2-TZVPD

```
! wB97M-V def2-TZVPD RIJCOSX def2/J DEFGRID3
* xyz 3 1
Bi 0.81 -0.28 0.56
C 3.73 1.16 -2.88
O 3.47 2.25 -1.93
C 2.58 1.80 -1.08
N 2.16 0.61 -1.21
C 2.96 -0.04 -2.29
C 3.73 -1.17 -1.65
C 5.08 -1.14 -1.35
C 5.67 -2.23 -0.70
C 4.92 -3.33 -0.35
C 3.56 -3.37 -0.65
C 2.98 -2.30 -1.30
C 2.14 2.65 0.04
C 2.55 3.95 0.24
C 2.11 4.60 1.39
C 1.32 3.92 2.31
C 0.96 2.62 2.02
N 1.36 2.00 0.90
C 0.19 1.74 2.92
N -0.22 0.60 2.53
C -0.72 -0.14 3.72
C -0.65 0.95 4.82
O 0.00 2.09 4.17
C 0.13 -1.37 3.93
C -0.45 -2.63 4.02
C 0.34 -3.75 4.21
C 1.72 -3.62 4.31
C 2.31 -2.37 4.22
C 1.52 -1.24 4.03
H 3.35 1.48 -3.84
H 4.80 1.03 -2.93
H 2.28 -0.45 -3.04
H 5.71 -0.30 -1.61
H 6.73 -2.20 -0.48
H 5.39 -4.17 0.15
H 2.97 -4.24 -0.40
H 1.94 -2.35 -1.61
H 3.19 4.44 -0.48
H 2.41 5.63 1.59
H 0.99 4.38 3.23
H -1.75 -0.43 3.54
H -1.63 1.28 5.16
H -0.03 0.67 5.67
H -1.53 -2.73 3.97
H -0.12 -4.73 4.30
H 2.33 -4.50 4.47
H 3.38 -2.27 4.32
H 1.99 -0.26 4.00
C -3.36 -1.69 1.44
Si -3.64 -0.04 0.61
C -3.57 1.44 1.74
C -5.16 -0.01 -0.45
Sb -1.61 0.16 -1.05
Si -1.59 2.50 -2.23
C -0.23 2.49 -3.49
C -1.34 3.77 -0.89
C -3.29 2.56 -2.98
Si -1.72 -1.89 -2.73
C -0.71 -1.39 -4.21
C -1.06 -3.34 -1.79
C -3.53 -2.05 -3.11
H -4.11 -1.82 2.23
H -2.37 -1.80 1.88
H -3.51 -2.50 0.72
H -4.30 1.30 2.54
H -3.85 2.34 1.20
H -2.59 1.60 2.19
H -6.02 -0.03 0.22
H -5.23 -0.87 -1.11
H -5.24 0.90 -1.04
H 0.76 2.32 -3.05
H -0.20 3.46 -3.99
H -0.39 1.73 -4.26
H -0.31 3.77 -0.52
H -2.02 3.62 -0.05
H -1.54 4.76 -1.30
H -3.51 1.68 -3.59
H -3.35 3.43 -3.64
H -4.07 2.67 -2.23
H 0.30 -1.08 -3.96
H -1.20 -0.59 -4.77
H -0.63 -2.26 -4.88
H 0.02 -3.31 -1.64
H -1.27 -4.25 -2.36
H -1.55 -3.47 -0.82
H -3.99 -1.12 -3.44
H -4.09 -2.45 -2.27
H -3.62 -2.77 -3.93
*
```

Properties
**HOMO-LUMO gap**: 7.1 eV
**Lowest unoccupied orbital energy**: -9.38 eV
**HOMO energy**: -16.45 eV
**ΔE to the lowest compared entry with this formula, charge and spin**: 2.9 kJ/mol

Mulliken charges in e: number 1, Bi, carries 0.493; number 2, C, carries -0.637; number 3, O, carries -0.475; number 4, C, carries -0.377; number 5, N, carries 0.764; number 6, C, carries 0.564; number 7, C, carries 0.150; number 8, C, carries -0.355; number 9, C, carries -0.916; number 10, C, carries -0.603; number 11, C, carries -0.715; number 12, C, carries -0.266; number 13, C, carries -0.130; number 14, C, carries -0.275; number 15, C, carries -0.886; number 16, C, carries -0.596; number 17, C, carries 0.407; number 18, N, carries 0.269; number 19, C, carries -0.197; number 20, N, carries 0.417; number 21, C, carries 0.089; number 22, C, carries -0.583; number 23, O, carries -0.449; number 24, C, carries 0.089; number 25, C, carries -0.400; number 26, C, carries -0.935; number 27, C, carries -0.564; number 28, C, carries -0.978; number 29, C, carries 0.033; number 30, H, carries 0.314; number 31, H, carries 0.383; number 32, H, carries -0.054; number 33, H, carries 0.328; number 34, H, carries 0.444; number 35, H, carries 0.464; number 36, H, carries 0.499; number 37, H, carries 0.356; number 38, H, carries 0.631; number 39, H, carries 0.520; number 40, H, carries 0.648; number 41, H, carries 0.637; number 42, H, carries 0.343; number 43, H, carries 0.338; number 44, H, carries 0.518; number 45, H, carries 0.472; number 46, H, carries 0.475; number 47, H, carries 0.473; number 48, H, carries 0.469; number 49, C, carries -0.735; number 50, Si, carries 0.384; number 51, C, carries -0.875; number 52, C, carries -0.973; number 53, Sb, carries -0.147; number 54, Si, carries 0.246; number 55, C, carries -0.540; number 56, C, carries -0.510; number 57, C, carries -1.019; number 58, Si, carries 0.544; number 59, C, carries -0.638; number 60, C, carries -0.647; number 61, C, carries -1.160; number 62, H, carries 0.431; number 63, H, carries -0.037; number 64, H, carries 0.467; number 65, H, carries 0.427; number 66, H, carries 0.430; number 67, H, carries 0.039; number 68, H, carries 0.403; number 69, H, carries 0.305; number 70, H, carries 0.283; number 71, H, carries -0.144; number 72, H, carries 0.465; number 73, H, carries 0.334; number 74, H, carries -0.016; number 75, H, carries 0.219; number 76, H, carries 0.516; number 77, H, carries 0.344; number 78, H, carries 0.417; number 79, H, carries 0.289; number 80, H, carries -0.004; number 81, H, carries 0.331; number 82, H, carries 0.435; number 83, H, carries 0.099; number 84, H, carries 0.433; number 85, H, carries 0.289; number 86, H, carries 0.340; number 87, H, carries 0.314; number 88, H, carries 0.459

=====

2.
C32H46BrIrN3P2 | wB97M-V/def2-TZVPD

```
! wB97M-V def2-TZVPD RIJCOSX def2/J DEFGRID3
* xyz 4 6
N 5.78 1.29 2.76
C 4.64 1.70 3.29
C 3.60 0.82 3.62
C 3.71 -0.53 3.21
C 4.96 -0.94 2.68
C 5.97 0.00 2.47
C 2.53 -1.38 3.13
Ir -1.07 -1.11 -0.33
P -2.84 -0.69 -1.69
C 2.35 -2.20 2.06
C 1.09 -2.71 1.55
C 1.00 -3.08 0.19
C -0.25 -3.19 -0.43
C -1.46 -2.92 0.31
C -1.35 -2.95 1.74
C -0.11 -2.84 2.33
Br -2.97 -4.05 -0.52
H 1.74 -1.21 3.86
H 3.22 -2.42 1.42
H 2.69 1.22 4.09
H 5.09 -1.96 2.33
H 4.54 2.78 3.47
H 6.93 -0.29 2.03
H 1.89 -3.25 -0.41
H -0.07 -2.81 3.42
H -0.41 -3.73 -1.35
H -2.29 -2.97 2.29
P 0.47 0.11 -1.50
C -3.96 -0.76 -0.21
C -5.17 -1.65 -0.41
H -4.25 0.28 -0.01
H -3.36 -1.10 0.65
H -5.68 -1.75 0.56
H -5.88 -1.25 -1.15
H -4.87 -2.65 -0.73
C -2.82 -1.87 -3.08
C -3.98 -1.82 -4.06
H -2.80 -2.87 -2.61
H -1.88 -1.79 -3.65
H -3.95 -2.73 -4.67
H -4.95 -1.80 -3.55
H -3.89 -0.97 -4.74
C -3.43 0.91 -2.32
C -4.93 0.96 -2.62
H -2.83 1.10 -3.22
H -3.17 1.70 -1.59
H -5.12 1.88 -3.19
H -5.26 0.11 -3.23
H -5.54 0.99 -1.71
C 0.56 1.86 -2.11
C -0.21 2.23 -3.37
H 1.63 1.97 -2.33
H 0.33 2.54 -1.29
H 0.39 2.97 -3.91
H -0.37 1.39 -4.05
H -1.18 2.66 -3.13
C 0.50 -0.71 -3.14
C 1.28 -2.01 -3.15
H 0.97 -0.02 -3.85
H -0.54 -0.85 -3.44
H 0.91 -2.64 -3.97
H 2.34 -1.79 -3.33
H 1.19 -2.56 -2.21
C 2.20 0.06 -0.84
C 2.77 1.28 -0.11
H 2.83 -0.14 -1.72
H 2.26 -0.83 -0.19
H 3.84 1.12 0.08
H 2.69 2.21 -0.68
H 2.29 1.45 0.87
N -1.14 2.76 1.25
C -1.21 1.81 0.31
N -1.11 0.61 0.86
C -1.09 0.77 2.25
C -1.51 -0.09 3.26
C -1.93 0.42 4.48
C -2.06 1.80 4.67
C -1.68 2.70 3.66
C -1.14 2.15 2.50
H -1.11 3.76 1.07
H -1.54 2.03 -0.69
H -1.54 -1.15 3.07
H -2.21 -0.27 5.28
H -2.48 2.18 5.59
H -1.82 3.77 3.71
*
```

Properties
**Expectation value of S²**: 8.81
**HOMO-LUMO gap (alpha / beta)**: 6.1 / 4.5 eV
**Lowest unoccupied orbital energy (alpha / beta)**: -12.04 / -14.84 eV
**HOMO energy (alpha / beta)**: -18.19 / -19.34 eV
**ΔE to the lowest compared entry with this formula, charge and spin**: 349.3 kJ/mol

Mulliken charges in e: number 1, N, carries 0.104; number 2, C, carries -0.458; number 3, C, carries -0.284; number 4, C, carries 0.461; number 5, C, carries -0.378; number 6, C, carries -0.578; number 7, C, carries -0.180; number 8, Ir, carries 1.447; number 9, P, carries 0.144; number 10, C, carries -0.930; number 11, C, carries 0.594; number 12, C, carries -1.235; number 13, C, carries -0.934; number 14, C, carries 0.784; number 15, C, carries -0.685; number 16, C, carries -0.111; number 17, Br, carries 0.043; number 18, H, carries 0.637; number 19, H, carries 0.380; number 20, H, carries 0.521; number 21, H, carries 0.640; number 22, H, carries 0.445; number 23, H, carries 0.418; number 24, H, carries 0.577; number 25, H, carries 0.624; number 26, H, carries 0.612; number 27, H, carries 0.589; number 28, P, carries 1.892; number 29, C, carries -0.468; number 30, C, carries -1.289; number 31, H, carries 0.678; number 32, H, carries 0.333; number 33, H, carries 0.413; number 34, H, carries 0.369; number 35, H, carries 0.144; number 36, C, carries 0.552; number 37, C, carries -1.670; number 38, H, carries 0.128; number 39, H, carries 0.515; number 40, H, carries 0.454; number 41, H, carries 0.363; number 42, H, carries 0.400; number 43, C, carries -0.215; number 44, C, carries -1.480; number 45, H, carries 0.452; number 46, H, carries 0.319; number 47, H, carries 0.461; number 48, H, carries 0.299; number 49, H, carries 0.358; number 50, C, carries -1.277; number 51, C, carries -1.430; number 52, H, carries 0.652; number 53, H, carries 0.616; number 54, H, carries 0.417; number 55, H, carries 0.227; number 56, H, carries 0.419; number 57, C, carries -1.284; number 58, C, carries -1.241; number 59, H, carries 0.844; number 60, H, carries -0.181; number 61, H, carries 0.401; number 62, H, carries 0.405; number 63, H, carries 0.020; number 64, C, carries -0.425; number 65, C, carries -1.288; number 66, H, carries 0.624; number 67, H, carries -0.328; number 68, H, carries 0.387; number 69, H, carries 0.400; number 70, H, carries 0.205; number 71, N, carries -0.014; number 72, C, carries -1.027; number 73, N, carries 0.421; number 74, C, carries 0.732; number 75, C, carries -0.315; number 76, C, carries -0.871; number 77, C, carries -0.693; number 78, C, carries -0.847; number 79, C, carries -0.080; number 80, H, carries 0.312; number 81, H, carries 0.710; number 82, H, carries -0.226; number 83, H, carries 0.503; number 84, H, carries 0.477; number 85, H, carries 0.503

=====

3.
C32H46ClNO4P4Re | wB97M-V/def2-TZVPD

```
! wB97M-V def2-TZVPD RIJCOSX def2/J DEFGRID3
* xyz 2 4
P 2.78 0.56 -4.50
C 4.18 1.75 -4.86
C 5.50 1.43 -5.30
H 5.84 0.40 -5.31
C 6.43 2.42 -5.71
H 7.41 2.12 -6.09
C 6.12 3.78 -5.67
H 6.82 4.54 -6.04
C 4.87 4.09 -5.18
H 4.59 5.16 -5.13
C 3.94 3.13 -4.80
H 2.98 3.45 -4.39
C 3.81 -0.95 -4.73
C 4.54 -1.39 -3.64
H 4.39 -0.90 -2.68
C 5.45 -2.46 -3.71
H 5.99 -2.75 -2.84
C 5.67 -3.15 -4.91
H 6.41 -3.94 -4.98
C 4.92 -2.75 -6.02
H 5.07 -3.25 -6.95
C 3.98 -1.66 -5.95
H 3.41 -1.43 -6.82
C 2.15 0.63 -6.25
C 2.76 1.17 -7.40
H 3.67 1.78 -7.30
C 2.25 1.01 -8.70
H 2.78 1.40 -9.56
C 1.05 0.30 -8.93
H 0.69 0.12 -9.94
C 0.42 -0.17 -7.80
H -0.51 -0.74 -7.93
C 0.92 -0.03 -6.51
H 0.35 -0.39 -5.66
Re 0.37 -0.06 -0.45
C -0.07 -2.04 -0.40
C 0.50 -2.87 -1.34
H -0.79 -2.40 0.30
C 1.40 -2.23 -2.37
O 0.83 -2.38 -3.73
H 1.42 -2.14 -4.39
C 1.48 -0.74 -1.98
H 2.38 -2.70 -2.39
C 1.67 0.38 -2.86
Cl 0.56 2.35 -0.09
P -1.67 0.45 -1.52
P 2.30 -0.03 1.04
C -2.59 1.94 -0.97
H -1.92 2.81 -1.00
H -2.90 1.78 0.06
H -3.51 2.08 -1.56
C -1.60 0.69 -3.33
H -1.29 -0.24 -3.82
H -0.86 1.45 -3.58
H -2.57 0.99 -3.74
C -2.92 -0.87 -1.33
H -3.10 -0.99 -0.25
H -2.55 -1.80 -1.77
H -3.87 -0.58 -1.81
C 2.02 0.78 2.65
H 1.46 0.11 3.30
H 1.44 1.71 2.48
H 2.99 1.03 3.10
C 2.79 -1.71 1.53
H 2.88 -2.35 0.64
H 1.98 -2.13 2.14
H 3.73 -1.69 2.11
C 3.81 0.78 0.41
H 3.57 1.79 0.08
H 4.21 0.23 -0.45
H 4.56 0.82 1.22
P 0.03 -4.64 -1.44
C -0.68 -5.12 0.14
C 1.52 -5.56 -1.81
H -1.55 -4.51 0.38
H 0.07 -5.00 0.93
H -0.94 -6.18 0.05
H 2.07 -5.04 -2.58
H 1.18 -6.56 -2.14
H 2.11 -5.63 -0.88
C -1.19 -4.81 -2.75
H -2.20 -4.58 -2.36
H -1.13 -5.84 -3.13
H -0.97 -4.09 -3.53
H 2.08 1.56 -2.66
O -1.25 1.03 3.22
N -1.50 0.38 2.18
O -2.61 0.24 1.67
O -0.44 -0.30 1.58
*
```

Properties
**Expectation value of S²**: 3.83
**HOMO-LUMO gap (alpha / beta)**: 7.8 / 6.9 eV
**Lowest unoccupied orbital energy (alpha / beta)**: -5.80 / -7.20 eV
**HOMO energy (alpha / beta)**: -13.57 / -14.07 eV

Mulliken charges in e: number 1, P, carries 1.102; number 2, C, carries 0.115; number 3, C, carries 0.117; number 4, H, carries 0.252; number 5, C, carries -0.690; number 6, H, carries 0.415; number 7, C, carries -0.575; number 8, H, carries 0.423; number 9, C, carries -0.664; number 10, H, carries 0.377; number 11, C, carries -0.341; number 12, H, carries 0.436; number 13, C, carries 0.097; number 14, C, carries -0.635; number 15, H, carries 0.543; number 16, C, carries -0.691; number 17, H, carries 0.556; number 18, C, carries -0.764; number 19, H, carries 0.467; number 20, C, carries -0.724; number 21, H, carries 0.465; number 22, C, carries -0.104; number 23, H, carries 0.426; number 24, C, carries 0.109; number 25, C, carries -0.083; number 26, H, carries 0.201; number 27, C, carries -0.829; number 28, H, carries 0.442; number 29, C, carries -0.603; number 30, H, carries 0.438; number 31, C, carries -0.735; number 32, H, carries 0.397; number 33, C, carries 0.225; number 34, H, carries -0.002; number 35, Re, carries 0.392; number 36, C, carries -1.808; number 37, C, carries 0.582; number 38, H, carries 0.163; number 39, C, carries 0.076; number 40, O, carries -0.604; number 41, H, carries 0.216; number 42, C, carries 2.243; number 43, H, carries 0.484; number 44, C, carries -1.233; number 45, Cl, carries -0.366; number 46, P, carries 0.899; number 47, P, carries 1.070; number 48, C, carries -1.306; number 49, H, carries 0.389; number 50, H, carries 0.391; number 51, H, carries 0.488; number 52, C, carries -1.194; number 53, H, carries 0.155; number 54, H, carries 0.311; number 55, H, carries 0.667; number 56, C, carries -1.241; number 57, H, carries 0.334; number 58, H, carries 0.130; number 59, H, carries 0.533; number 60, C, carries -1.282; number 61, H, carries 0.377; number 62, H, carries 0.307; number 63, H, carries 0.513; number 64, C, carries -1.230; number 65, H, carries 0.135; number 66, H, carries 0.355; number 67, H, carries 0.484; number 68, C, carries -1.116; number 69, H, carries 0.299; number 70, H, carries 0.194; number 71, H, carries 0.532; number 72, P, carries 1.524; number 73, C, carries -1.306; number 74, C, carries -1.269; number 75, H, carries 0.425; number 76, H, carries 0.437; number 77, H, carries 0.434; number 78, H, carries 0.323; number 79, H, carries 0.473; number 80, H, carries 0.419; number 81, C, carries -1.302; number 82, H, carries 0.427; number 83, H, carries 0.477; number 84, H, carries 0.284; number 85, H, carries 0.073; number 86, O, carries -0.515; number 87, N, carries 0.769; number 88, O, carries -0.558; number 89, O, carries -0.619

=====

no.,total energy (Ha)
1,-2884.30946
2,-4770.53728
3,-3505.84445